93
Properties=species:S:1:pos:R:3 method="wB97M-V/def2-TZVPD" orbital_gap_ev="6.6 / 5.7" relative_energy_kj_mol=328.3 charge=+1 spin_multiplicity=2 e_lumo_ev="-2.97 / -3.91" e_tot_ha=-4195.0288
C 2.144 -1.937 -0.957
C 2.157 0.284 -1.726
C 3.115 -2.271 -1.904
C 2.816 -0.123 -2.925
C 3.419 -1.374 -2.931
H 3.544 -3.260 -1.848
H 3.004 0.662 -3.665
H 4.153 -1.622 -3.688
N 1.675 -0.685 -0.851
P 0.048 -2.640 0.801
P 1.170 2.190 0.033
C 1.637 -3.050 -0.001
H 1.576 -4.009 -0.541
H 2.399 -3.236 0.776
C 2.020 1.689 -1.494
H 1.510 2.167 -2.344
C -0.306 3.606 -0.040
C 2.857 2.971 0.339
C -1.242 -3.432 -0.396
C 0.094 -3.560 2.486
C -1.619 3.106 0.588
H -1.488 2.742 1.616
H -2.341 3.949 0.641
H -2.082 2.302 0.000
C 0.111 4.855 0.736
H 0.293 4.628 1.793
H 0.989 5.348 0.306
H -0.713 5.586 0.712
C -0.547 3.920 -1.515
H -1.339 4.684 -1.603
H 0.349 4.316 -2.008
H -0.895 3.031 -2.067
C 2.949 3.582 1.726
H 2.607 2.864 2.489
H 4.015 3.801 1.896
H 2.377 4.511 1.813
C 3.892 1.813 0.272
H 3.608 1.000 0.955
H 3.970 1.393 -0.747
H 4.893 2.189 0.492
C 3.082 3.990 -0.809
H 2.457 3.802 -1.700
H 2.902 5.033 -0.511
H 4.111 3.872 -1.178
C -1.295 -3.484 3.147
H -1.218 -3.908 4.162
H -1.653 -2.447 3.244
H -2.049 -4.078 2.608
C 1.109 -2.821 3.369
H 2.116 -2.844 2.935
H 0.826 -1.778 3.540
H 1.158 -3.323 4.346
C 0.517 -5.034 2.390
H 0.696 -5.395 3.415
H -0.262 -5.675 1.966
H 1.444 -5.174 1.819
C -0.915 -3.048 -1.842
H -1.653 -3.533 -2.485
H -1.008 -1.975 -2.007
H 0.080 -3.368 -2.158
C -2.621 -2.885 -0.015
H -2.658 -1.797 -0.126
H -3.362 -3.324 -0.692
H -2.915 -3.130 1.011
C -1.218 -4.965 -0.325
H -0.210 -5.377 -0.453
H -1.664 -5.360 0.598
H -1.827 -5.340 -1.154
Cu 0.259 -0.352 0.603
C 0.715 0.450 2.202
O 1.396 0.754 3.107
N -1.446 0.007 -0.545
C -1.881 -0.012 -1.691
C -2.091 0.578 -2.989
C -3.464 0.717 -3.365
C -1.140 0.982 -3.971
C -3.816 0.894 -4.725
H -4.302 0.563 -2.667
C -1.508 1.228 -5.312
H -0.069 1.099 -3.732
C -2.858 1.133 -5.703
H -4.896 0.764 -4.987
H -0.747 1.456 -6.075
H -3.126 1.253 -6.779
C -1.306 1.370 4.729
S -1.761 0.362 3.309
C -3.512 0.797 3.314
H -0.229 1.536 4.745
H -1.614 0.833 5.632
H -1.833 2.330 4.660
H -4.028 0.145 4.026
H -3.627 1.849 3.597
H -3.904 0.639 2.304